[1]
The following is a DFT calculation (ωB97M-V/def2-TZVPD) of a cluster of 2 separate species, C26H25NO in total.

Highest occupied orbital energy ... -5.851 eV
Energy above the lowest of the compared OMol25 structures with the same formula, charge and spin ... 0.0 kcal per mole

The geometry in XYZ format:
```
53
C26H25NO, DFT ωB97M-V/def2-TZVPD
C -3.378 2.521 0.020
C -2.087 1.956 0.564
C -0.944 2.118 -0.279
C 0.394 2.183 0.187
C 0.779 1.765 1.494
C 2.116 1.762 1.881
C 3.107 2.203 0.992
C 2.747 2.670 -0.284
C 1.419 2.672 -0.678
O -2.067 1.365 1.666
H -3.485 2.333 -1.053
H -4.220 2.077 0.553
H -3.376 3.608 0.181
H -1.110 2.413 -1.317
H -0.007 1.444 2.175
H 2.383 1.412 2.882
H 4.157 2.175 1.286
H 3.517 3.028 -0.975
H 1.120 3.046 -1.662
C -3.670 -2.149 1.432
C -3.697 -1.436 0.152
N -4.867 -1.086 -0.429
C -6.170 -1.286 0.178
C -4.643 -0.428 -1.640
C -3.243 -0.330 -1.821
C -2.768 0.437 -2.875
C -3.695 1.033 -3.748
C -5.079 0.952 -3.522
C -5.577 0.208 -2.443
C -2.616 -0.973 -0.662
C -1.263 -0.974 -0.327
C -0.194 -1.121 -1.266
C -0.396 -1.601 -2.589
C 0.625 -1.533 -3.533
C 1.879 -1.022 -3.175
C 2.130 -0.654 -1.846
C 1.134 -0.790 -0.894
H -2.643 -2.470 1.612
H -3.987 -1.488 2.251
H -4.323 -3.032 1.428
H -6.924 -0.835 -0.467
H -6.384 -2.358 0.293
H -6.215 -0.812 1.171
H -1.689 0.537 -3.009
H -3.330 1.577 -4.620
H -5.773 1.466 -4.187
H -6.637 0.119 -2.212
H -1.005 -0.949 0.734
H -1.362 -2.042 -2.843
H 0.439 -1.883 -4.548
H 2.665 -0.923 -3.923
H 3.111 -0.271 -1.551
H 1.334 -0.611 0.166
```

[2]
The following is a DFT calculation (ωB97M-V/def2-TZVPD) of a cluster of 2 separate species, C4H9NO in total.

Highest occupied orbital energy ... -8.779 eV
Energy above the lowest of the compared OMol25 structures with the same formula, charge and spin ... 90.1 kcal per mole

The geometry in XYZ format:
```
15
C4H9NO, DFT ωB97M-V/def2-TZVPD
C -0.914 -0.682 -0.020
C 1.946 0.741 0.158
C -2.148 0.166 -0.034
N 0.080 -0.535 -0.957
C 1.214 -0.593 0.209
O 1.754 -1.660 0.439
H 0.052 0.360 -1.435
H -1.032 -1.712 0.313
H 0.027 -0.390 1.063
H 1.320 1.587 -0.130
H 2.361 0.941 1.145
H 2.757 0.663 -0.570
H -2.779 -0.146 -0.874
H -1.908 1.220 -0.185
H -2.730 0.040 0.880
```

[3]
The following is a DFT calculation (ωB97M-V/def2-TZVPD) of a cluster of 8 separate species, C31H50NO29PSSi in total.

Highest occupied orbital energy ... -8.296 eV
SMILES ... CP(O)[Si@](CCCCS(=O)(=O)O)(COCOCCO)N=C=O.O=C1OCCO1.O=C1OCCO1.O=C1OCCO1.O=C1OCCO1.O=C1OCCO1.O=C1OCCO1.O=C1OCCO1

The geometry in XYZ format:
```
114
C31H50NO29PSSi, DFT ωB97M-V/def2-TZVPD
C 0.017 -4.562 -0.209
P 1.435 -3.725 -1.251
O 2.910 -4.447 -0.626
Si 1.489 -1.580 -0.754
C 0.078 -0.608 -1.712
C -1.405 -1.283 -1.539
C -2.086 -0.594 -0.200
C -3.682 -0.353 -0.552
S -4.504 0.876 0.628
O -3.673 2.212 0.745
O -4.680 0.287 2.082
O -6.072 1.318 0.062
C 3.153 -0.710 -1.333
O 3.696 0.220 -0.332
C 2.764 1.312 -0.013
O 3.577 2.563 0.155
C 3.005 3.420 1.204
C 1.382 3.654 1.102
O 0.910 4.023 -0.260
N 1.271 -1.483 1.063
C 2.411 -2.081 1.616
O 3.588 -2.609 2.046
H -0.404 -3.806 0.605
H 0.469 -5.532 0.276
H -0.837 -4.928 -0.953
H 2.707 -4.747 0.330
H 0.364 -0.712 -2.862
H 0.083 0.526 -1.400
H -2.012 -1.009 -2.529
H -1.379 -2.444 -1.377
H -1.896 -1.291 0.724
H -1.645 0.471 0.053
H -4.213 -1.402 -0.347
H -3.831 0.003 -1.665
H -5.995 1.378 -0.948
H 3.947 -1.583 -1.488
H 2.942 -0.243 -2.385
H 1.995 1.566 -0.872
H 2.227 0.998 1.005
H 3.505 4.493 1.093
H 3.352 2.998 2.264
H 1.119 4.497 1.898
H 0.770 2.686 1.439
H 0.092 3.443 -0.450
O 9.794 -0.918 -1.487
C 8.906 -0.787 -0.661
O 9.084 -0.264 0.588
C 7.795 -0.076 1.142
C 6.951 -1.050 0.387
O 7.605 -1.146 -0.864
H 7.803 -0.277 2.217
H 7.488 0.962 0.976
H 6.934 -2.040 0.855
H 5.923 -0.699 0.261
O -0.297 -2.998 -3.301
C -0.557 -2.606 -4.427
O -0.324 -3.321 -5.566
C -0.962 -2.630 -6.623
C -1.048 -1.227 -6.114
O -1.118 -1.394 -4.711
H -0.377 -2.703 -7.544
H -1.948 -3.074 -6.791
H -0.156 -0.639 -6.356
H -1.932 -0.702 -6.487
O 2.122 1.856 4.528
C 2.532 0.776 4.919
O 3.729 0.585 5.547
C 3.730 -0.743 6.035
C 2.746 -1.436 5.150
O 1.853 -0.401 4.784
H 4.730 -1.180 5.968
H 3.415 -0.734 7.084
H 3.210 -1.839 4.244
H 2.216 -2.241 5.666
O -2.599 -4.323 5.254
C -2.225 -3.264 4.778
O -2.128 -2.096 5.477
C -1.453 -1.173 4.644
C -1.708 -1.700 3.269
O -1.850 -3.093 3.477
H -1.849 -0.163 4.783
H -0.389 -1.176 4.903
H -2.635 -1.310 2.837
H -0.882 -1.493 2.584
O 7.001 -7.409 -0.154
C 7.375 -6.350 -0.629
O 7.472 -5.181 0.070
C 8.147 -4.258 -0.763
C 7.892 -4.786 -2.138
O 7.750 -6.178 -1.930
H 7.751 -3.249 -0.625
H 9.211 -4.262 -0.505
H 6.965 -4.396 -2.570
H 8.718 -4.578 -2.823
O -8.338 3.260 -3.495
C -8.624 3.438 -2.322
O -7.940 2.900 -1.271
C -8.436 3.518 -0.098
C -9.801 3.974 -0.501
O -9.671 4.201 -1.892
H -8.462 2.808 0.733
H -7.778 4.353 0.167
H -10.563 3.204 -0.338
H -10.104 4.889 0.015
O -7.189 6.694 1.022
C -7.448 7.086 -0.103
O -7.215 6.371 -1.243
C -7.854 7.063 -2.300
C -7.939 8.465 -1.791
O -8.009 8.298 -0.387
H -7.268 6.989 -3.220
H -8.840 6.618 -2.468
H -7.048 9.053 -2.033
H -8.823 8.990 -2.163
```

[4]
The following is a DFT calculation (ωB97M-V/def2-TZVPD) of a cluster of 2 separate species, C5H13NO in total.

Highest occupied orbital energy ... -9.631 eV
Energy above the lowest of the compared OMol25 structures with the same formula, charge and spin ... 11.8 kcal per mole
SMILES ... CCC(N)=O.CC

The geometry in XYZ format:
```
20
C5H13NO, DFT ωB97M-V/def2-TZVPD
C 0.524 1.377 -1.774
C -0.628 0.829 -0.906
C -0.871 1.306 0.505
N 0.174 1.846 1.191
O -1.952 1.141 1.037
H 0.112 2.183 -2.373
H 0.949 0.581 -2.363
H 1.320 1.687 -1.126
H -1.577 0.875 -1.435
H -0.567 -0.230 -0.706
H 0.029 1.879 2.184
H 1.090 1.865 0.786
C 0.346 -2.537 -0.021
C 1.659 -3.229 0.275
H 0.415 -1.963 -0.933
H -0.459 -3.256 -0.189
H -0.036 -2.118 0.886
H 2.094 -3.672 -0.629
H 2.424 -2.533 0.612
H 1.647 -4.033 1.013
```

[5]
The following is a DFT calculation (ωB97M-V/def2-TZVPD) of a structure of composition C7H9Cl2N.

Highest occupied orbital energy (spin up / spin down) ... -7.253 / -7.506 eV
Energy above the lowest of the compared OMol25 structures with the same formula, charge and spin ... 111.0 kcal per mole

The geometry in XYZ format:
```
19
C7H9Cl2N, DFT ωB97M-V/def2-TZVPD
C 0.158 -0.889 -0.300
C 2.163 -0.782 -0.241
C 1.280 1.204 0.035
C -0.043 0.516 0.009
C -0.629 -2.062 -0.679
C -0.357 0.517 1.578
C -1.129 1.284 -0.781
N 2.343 0.469 0.030
Cl 3.149 -2.073 -0.157
Cl 1.264 2.894 0.076
H -1.164 -2.391 0.268
H -0.016 -2.760 -1.066
H -1.549 -1.966 -1.300
H -0.587 1.601 1.795
H 0.530 0.130 2.086
H -1.181 -0.130 1.676
H -1.050 1.080 -1.804
H -0.942 2.335 -0.630
H -2.242 1.024 -0.595
```

[6]
The following is a DFT calculation (ωB97M-V/def2-TZVPD) of a structure of composition C31H43Cl44NO3PS.

Highest occupied orbital energy ... -11.356 eV
Net charge ... +1

The geometry in XYZ format:
```
124
C31H43Cl44NO3PS, DFT ωB97M-V/def2-TZVPD
C 1.423 -3.287 3.246
C 0.426 -3.376 1.906
P 0.739 -1.859 0.723
C 1.910 -2.473 -0.661
N -0.845 -1.283 0.035
S -1.761 -2.779 -0.263
C -0.675 -0.633 -1.318
C 0.447 0.559 -1.386
C -0.179 2.009 -1.939
C -0.501 2.894 -0.596
C 0.765 3.889 -0.175
C 1.489 3.449 1.238
C 1.402 4.586 2.422
C 2.307 3.992 3.696
C 3.771 4.750 3.820
O 4.341 4.992 2.466
C 5.739 5.451 2.570
C -1.448 -0.410 1.108
C -2.791 0.420 0.687
C -4.202 -0.467 0.832
C -4.561 -0.845 2.394
C -5.951 -1.755 2.456
O -6.388 -1.901 3.873
C -5.528 -2.931 4.519
C -5.890 -4.548 4.424
O -4.404 -2.581 5.200
H 2.371 -3.971 3.138
H 1.684 -2.184 3.547
H 0.796 -3.731 4.158
H 0.759 -4.347 1.339
H -0.663 -3.403 2.334
H 1.323 -2.984 -1.567
H 2.746 -3.162 -0.219
H 2.436 -1.496 -1.100
H -2.769 -2.346 -1.178
H -0.292 -1.489 -2.058
H -1.696 -0.260 -1.808
H 0.981 0.803 -0.374
H 1.269 0.248 -2.192
H 0.666 2.481 -2.600
H -1.101 1.802 -2.631
H -0.622 2.145 0.317
H -1.509 3.499 -0.712
H 1.586 3.724 -1.024
H 0.469 5.034 -0.200
H 2.638 3.220 1.040
H 1.046 2.447 1.698
H 0.294 4.766 2.767
H 1.817 5.616 2.049
H 1.694 4.017 4.704
H 2.540 2.861 3.464
H 4.490 3.974 4.352
H 3.622 5.743 4.428
H 6.288 4.922 3.466
H 5.809 6.614 2.757
H 6.277 5.214 1.535
H -1.764 -1.135 2.000
H -0.608 0.295 1.570
H -2.914 1.288 1.498
H -2.751 0.963 -0.348
H -4.255 -1.368 0.086
H -5.056 0.290 0.481
H -4.705 0.122 3.080
H -3.724 -1.503 2.901
H -6.822 -1.322 1.804
H -5.714 -2.861 2.074
H -6.596 -4.737 3.499
H -6.471 -4.883 5.405
H -4.860 -5.110 4.347
C -3.258 -7.749 6.235
Cl -3.091 -6.015 5.859
Cl -2.254 -8.148 7.652
Cl -4.964 -8.118 6.592
Cl -2.721 -8.714 4.837
C -5.802 -0.447 -3.172
Cl -6.732 0.657 -2.127
Cl -6.814 -1.848 -3.604
Cl -5.311 0.411 -4.654
Cl -4.352 -1.007 -2.302
C -4.141 -5.986 -0.605
Cl -4.728 -4.399 -1.163
Cl -2.602 -6.369 -1.416
Cl -3.889 -5.939 1.158
Cl -5.347 -7.238 -0.999
C -6.527 -8.385 -4.740
Cl -7.755 -8.976 -3.592
Cl -6.320 -6.627 -4.537
Cl -4.977 -9.206 -4.426
Cl -7.056 -8.732 -6.406
C 6.983 4.967 -2.073
Cl 6.341 4.849 -3.731
Cl 7.890 6.490 -1.894
Cl 5.632 4.941 -0.910
Cl 8.066 3.589 -1.755
C 3.850 -2.840 -4.626
Cl 2.812 -3.837 -5.676
Cl 4.396 -3.812 -3.236
Cl 5.265 -2.278 -5.550
Cl 2.926 -1.433 -4.040
C 10.588 8.769 -0.158
Cl 10.440 10.411 0.517
Cl 12.310 8.366 -0.369
Cl 9.836 7.600 0.957
Cl 9.764 8.699 -1.736
C -1.808 6.348 4.505
Cl -1.452 4.694 5.064
Cl -1.973 6.352 2.731
Cl -3.329 6.910 5.244
Cl -0.479 7.435 4.981
C -3.558 -9.460 -9.062
Cl -3.975 -9.057 -7.377
Cl -3.490 -11.230 -9.250
Cl -4.797 -8.794 -10.155
Cl -1.971 -8.758 -9.466
C 8.826 13.281 3.427
Cl 10.043 13.120 2.135
Cl 7.224 13.568 2.702
Cl 8.782 11.784 4.392
Cl 9.256 14.653 4.480
C 1.180 -3.630 -9.553
Cl 2.396 -3.791 -10.845
Cl -0.422 -3.343 -10.278
Cl 1.136 -5.127 -8.588
Cl 1.610 -2.258 -8.501
```

no.,calculated total energy (Ha)
1,-1135.678141
2,-287.688937
3,-4476.747195
4,-328.300099
5,-1247.080872
6,-22474.643923